# 1
DFT (ωB97M-V/def2-TZVPD) results for a cluster of 3 separate species, CH10N2O2 in total.

The frontier orbital gap (alpha / beta) is 11.712 / 6.798 eV. The calculation puts the lowest unoccupied orbital energy (alpha / beta) at -3.6 / -8.5 eV.

Geometry as ORCA input:
```
! wB97M-V def2-TZVPD RIJCOSX def2/J DEFGRID3
* xyz 1 2
N 0.391 -0.500 0.046
C 0.331 0.911 -0.173
N -0.187 1.538 1.038
H -0.086 -0.879 0.870
H 0.821 -1.214 -0.552
H -0.174 1.153 -1.117
H 1.387 1.212 -0.277
H 0.337 2.404 1.133
H -1.169 1.746 0.926
H 1.996 -2.066 -2.737
H 0.829 -1.258 -3.304
O 1.794 -1.269 -3.245
H -2.327 -0.597 3.333
H -1.421 0.179 2.409
O -2.220 -0.355 2.406
*
```



# 2
DFT (ωB97M-V/def2-TZVPD) results for a cluster of 2 separate species, CH10N3 in total.

The frontier orbital gap is 10.805 eV. The calculation puts the lowest unoccupied orbital energy at -3.2 eV.

Geometry as ORCA input:
```
! wB97M-V def2-TZVPD RIJCOSX def2/J DEFGRID3
* xyz 1 1
N -0.314 -1.908 1.562
H -0.034 -0.245 0.686
H -0.447 -2.350 2.493
H -1.197 -2.353 1.207
H 0.418 -2.531 1.189
N 0.735 0.849 -1.858
C -0.282 1.047 -0.898
N 0.121 0.809 0.508
H 1.592 1.378 -1.932
H 0.298 0.879 -2.768
H -0.711 2.037 -0.980
H -1.132 0.383 -1.153
H -0.178 1.321 1.345
H 1.131 0.684 0.600
*
```



# 3
DFT (ωB97M-V/def2-TZVPD) results for a cluster of 2 separate species, CH10N3 in total.

The frontier orbital gap is 10.467 eV. The calculation puts the lowest unoccupied orbital energy at -3.3 eV.

Geometry as ORCA input:
```
! wB97M-V def2-TZVPD RIJCOSX def2/J DEFGRID3
* xyz 1 1
N -1.712 0.232 -0.568
H -1.243 1.103 -0.943
H -1.212 -0.719 -0.319
H -2.281 0.012 -1.390
H -2.397 0.296 0.149
N 0.862 1.199 -0.002
C 1.082 -0.173 0.446
N 0.080 -1.264 0.268
H 1.224 1.983 0.596
H 1.338 1.227 -0.912
H 1.239 0.011 1.567
H 2.050 -0.401 -0.102
H 0.419 -1.937 -0.434
H -0.240 -1.704 1.227
*
```



# 4
DFT (ωB97M-V/def2-TZVPD) results for a cluster of 3 separate species, CH10N3O2 in total.

The frontier orbital gap is 11.863 eV. The calculation puts the lowest unoccupied orbital energy at -3.0 eV.

Geometry as ORCA input:
```
! wB97M-V def2-TZVPD RIJCOSX def2/J DEFGRID3
* xyz 1 1
N 1.072 -0.980 0.656
C 1.801 -0.258 -0.230
N 1.238 -0.075 -1.505
N 2.892 0.457 0.248
H 0.053 -1.108 0.348
H 1.643 -1.217 1.502
H 1.665 0.675 -1.991
H 0.225 -0.143 -1.503
H 3.295 0.175 1.186
H 3.511 0.871 -0.508
H -2.037 0.064 -0.067
H -1.949 -1.322 -0.721
O -1.404 -0.691 -0.186
H -4.161 0.607 1.418
H -4.204 1.834 0.541
O -3.639 1.113 0.811
*
```



# 5
DFT (ωB97M-V/def2-TZVPD) results for a cluster of 2 separate species, CH10N5 in total.

The frontier orbital gap (alpha / beta) is 7.446 / 7.013 eV. The calculation puts the lowest unoccupied orbital energy (alpha / beta) at -2.8 / -6.6 eV.

Geometry as ORCA input:
```
! wB97M-V def2-TZVPD RIJCOSX def2/J DEFGRID3
* xyz 1 3
C -1.546 0.537 -0.482
N -2.577 -0.285 -0.652
N 2.689 0.176 -0.687
N -0.790 -1.297 1.180
N -0.546 0.182 0.306
N 0.467 0.924 0.600
H -1.474 1.422 -0.992
H -3.353 -0.216 -1.218
H -2.398 -1.238 -0.279
H 3.393 -0.653 -0.532
H 3.292 1.050 -0.728
H 0.121 -1.703 1.141
H -1.256 -1.129 2.179
H 1.386 0.560 0.242
H 2.102 0.133 -1.544
H 0.488 1.536 1.465
*
```



# 6
DFT (ωB97M-V/def2-TZVPD) results for a cluster of 3 separate species, CH10NO2 in total.

The frontier orbital gap is 12.510 eV. The calculation puts the lowest unoccupied orbital energy at -3.3 eV.

Geometry as ORCA input:
```
! wB97M-V def2-TZVPD RIJCOSX def2/J DEFGRID3
* xyz 1 1
C -1.222 -0.827 -1.203
N -0.909 -0.774 0.269
H -2.130 -0.294 -1.447
H -0.579 -0.242 -1.884
H -1.052 -1.860 -1.509
H -1.064 0.193 0.589
H 0.086 -0.945 0.475
H -1.419 -1.507 0.757
H 3.091 -1.482 0.430
H 2.708 -0.470 1.471
O 2.357 -0.885 0.691
H 0.389 2.558 0.054
H -0.867 3.055 -0.385
O -0.536 2.304 0.146
*
```



# 7
DFT (ωB97M-V/def2-TZVPD) results for a cluster of 4 separate species, CH10NO3 in total.

The frontier orbital gap is 10.845 eV. The calculation puts the lowest unoccupied orbital energy at -4.5 eV.

Geometry as ORCA input:
```
! wB97M-V def2-TZVPD RIJCOSX def2/J DEFGRID3
* xyz 1 1
C -1.969 0.421 1.207
N -1.069 -0.420 0.962
H -2.373 1.028 0.405
H -2.482 0.452 2.164
H -0.619 -1.026 1.640
H -0.586 -0.424 0.042
H 1.395 2.093 1.410
H 1.883 0.892 0.704
O 1.053 1.268 1.036
H 2.334 -1.669 -1.015
H 2.815 -0.342 -1.496
O 2.096 -0.731 -0.972
H -0.991 -1.362 -2.025
H -0.050 -0.151 -2.221
O -0.876 -0.426 -1.800
*
```



# 8
DFT (ωB97M-V/def2-TZVPD) results for a cluster of 2 separate species, CH10NSi2 in total.

The frontier orbital gap (alpha / beta) is 8.929 / 8.804 eV. The calculation puts the lowest unoccupied orbital energy (alpha / beta) at -5.2 / -5.2 eV.

Geometry as ORCA input:
```
! wB97M-V def2-TZVPD RIJCOSX def2/J DEFGRID3
* xyz 1 1
C 0.037 -0.045 -0.093
N -0.023 -1.426 0.103
Si -1.889 0.772 0.168
Si 1.724 0.793 0.062
H 0.399 -0.014 -2.083
H 0.557 -2.046 -0.417
H -0.959 -1.651 -0.012
H 0.347 -1.563 1.081
H -1.591 1.691 1.303
H -2.185 1.221 -1.175
H -2.789 -0.488 0.272
H 1.682 2.045 -0.526
H 2.512 -0.461 -0.116
H 2.178 1.171 1.432
*
```



It is found that the relative energy (zero: lowest compared OMol25 entry of this formula, charge and spin) values, taken in the order of the records, are 0.0, 88.4, 158.0, 102.1, 106.7, 74.3, 11.4, 388.8 kJ/mol.